{"formula": "C69H158N6O13", "method": "ωB97M-V/def2-TZVPD", "elements": ["H", "C", "C", "H", "H", "H", "C", "C", "H", "H", "O", "H", "C", "H", "C", "H", "H", "C", "C", "H", "C", "H", "H", "C", "H", "H", "H", "H", "H", "H", "H", "O", "H", "H", "H", "H", "H", "H", "H", "C", "H", "H", "C", "H", "H", "O", "C", "H", "H", "C", "H", "H", "H", "C", "H", "H", "H", "C", "O", "C", "C", "H", "H", "H", "H", "H", "H", "H", "C", "H", "H", "H", "O", "H", "N", "H", "C", "C", "H", "H", "C", "H", "H", "H", "C", "C", "H", "H", "N", "H", "C", "O", "H", "C", "H", "C", "H", "H", "H", "H", "H", "C", "H", "H", "C", "C", "H", "H", "H", "H", "H", "O", "H", "H", "H", "H", "H", "H", "N", "H", "H", "H", "C", "H", "H", "H", "H", "H", "C", "H", "H", "H", "O", "H", "H", "H", "H", "H", "C", "C", "H", "H", "H", "H", "C", "H", "C", "C", "C", "H", "O", "H", "C", "C", "C", "O", "H", "H", "H", "H", "C", "H", "H", "H", "C", "H", "C", "H", "O", "H", "H", "H", "C", "H", "H", "O", "H", "H", "H", "C", "H", "H", "H", "C", "H", "C", "C", "N", "H", "C", "C", "H", "C", "C", "N", "C", "H", "H", "H", "C", "H", "H", "H", "H", "H", "H", "H", "C", "H", "H", "H", "H", "H", "C", "H", "H", "H", "H", "C", "N", "C", "H", "C", "H", "C", "C", "H", "C", "H", "H", "H", "O", "H", "C", "H", "H", "H", "H", "C", "C", "H", "C", "C", "C", "H", "H"], "positions_angstrom": [[2.1446, -2.4828, -0.4910], [0.8989, -0.7275, -0.3259], [-3.9124, 2.2986, 6.5976], [-1.1000, 0.7916, -6.7026], [6.9893, -1.4755, -0.3912], [-5.2384, 5.4339, -2.5433], [1.6858, 4.5422, 4.3164], [-0.3648, 4.5851, 2.8685], [-8.4748, 6.1219, -0.7101], [-5.1022, 1.8511, 0.2250], [0.7673, 6.7982, 5.6108], [-7.3967, 0.5273, -0.8673], [7.3123, -5.9023, -2.2985], [5.5573, -0.7830, 0.2998], [0.7890, 0.1366, -6.0145], [7.3662, -1.0468, 2.0915], [-5.0404, -5.0242, 1.4482], [-7.2197, -2.1714, 0.1995], [2.0735, -1.5364, -7.4652], [4.1209, -1.6327, -6.9414], [4.8266, -4.1907, -0.9649], [5.2001, -3.5973, -1.8064], [1.9089, -2.4553, -6.8942], [6.6774, 0.9530, 2.1627], [-1.5546, 6.2463, 6.8466], [-5.2107, 5.8104, 0.7293], [5.4185, 0.3232, -5.7929], [-2.8908, -0.0587, -1.2148], [-1.1136, -0.1539, -2.4880], [5.5795, -0.2220, 3.6931], [-0.3280, -2.4419, -0.6124], [-3.6757, -2.9989, -3.5907], [-5.7336, -3.6602, -5.3236], [-4.7987, -2.4369, -0.9871], [2.8504, -2.0728, -4.8015], [-7.1191, 6.8227, 0.2904], [-7.2640, -2.4165, -0.8602], [2.8524, -7.9525, -3.0655], [0.1965, 1.9618, -7.0879], [5.4353, 0.5503, 2.9464], [-8.0528, 1.5492, -2.1962], [-8.5504, 4.5999, -1.7608], [5.8983, -5.0798, -0.3915], [7.7444, 0.8368, -0.9993], [-2.6782, 4.9928, 4.2525], [-6.0428, 1.6871, 5.6358], [4.0373, -6.1578, -2.5210], [-2.3758, 8.6290, 4.3862], [5.6604, -8.7217, -2.1364], [4.4681, -5.5325, -3.8486], [6.2056, 0.4573, -1.7092], [6.0079, -7.8462, 0.1893], [8.3322, -5.8323, -1.9091], [-2.2518, 0.3385, 1.5968], [1.8204, 3.5468, 3.8953], [-0.6843, 8.7993, 4.5390], [6.2629, 2.9312, -2.1395], [-7.1379, 2.6156, -0.5147], [-4.8083, -2.4893, -0.0244], [-3.2709, -5.8920, 0.5308], [-1.3488, 1.7934, -0.2967], [4.6144, 0.3412, 2.2425], [7.3791, -6.5720, -3.1559], [4.9852, 2.8182, 2.1265], [1.7831, 5.9754, 1.9236], [-3.3769, 2.2953, 3.7105], [1.2608, -2.4477, 0.9792], [-2.1717, 4.6563, 1.7498], [-5.7918, -1.7379, 0.6355], [-2.1757, -7.4416, 1.6549], [-1.2562, -5.9356, 1.2687], [5.4548, -3.5652, 5.0397], [-0.6274, -2.8753, 2.3898], [-1.0164, 2.4981, 0.4755], [2.0608, 0.6665, -5.5269], [2.3851, 0.1004, -1.8321], [6.2573, -6.2737, -1.2578], [-4.6636, 1.6763, 5.4084], [-4.3800, 0.6463, 5.1440], [2.3887, -2.4650, 3.3161], [-2.0051, -6.6519, 0.9250], [-3.2029, 6.3933, 3.3630], [5.5672, -5.4116, 0.5955], [-0.6817, 1.9365, -1.1431], [-7.2319, 1.4004, -1.4954], [-2.0971, -0.5656, -0.6577], [4.4994, -1.6031, -4.3932], [-4.1276, 1.7449, 7.5147], [6.4509, 2.0798, 1.2091], [7.4260, -8.0978, -0.7393], [3.3222, -0.1549, -5.6050], [2.6461, -2.2965, 6.0174], [2.9294, -2.9454, 6.6667], [-1.4414, 8.1285, 4.1258], [3.9980, 2.6019, 0.3219], [-4.6991, -3.6921, -5.6816], [0.9067, 0.5996, -1.9969], [-2.3459, -0.6176, 2.1060], [-3.1258, 5.9915, 6.1053], [2.6655, -1.5087, 0.8824], [-1.6840, -1.7561, -2.4684], [5.9441, 1.8526, -0.1628], [5.7514, -1.8822, 5.6249], [-3.7546, -5.0889, 2.5107], [4.4154, 1.7795, -0.2685], [-2.2090, 6.5788, 6.0398], [3.1475, -0.9374, -3.5301], [-0.7289, 3.6304, 3.2541], [-4.0813, -0.4647, -4.4122], [-7.4292, -2.9307, 0.9514], [-4.7401, -3.5500, -6.7599], [1.8922, 1.3432, -4.2834], [-8.7955, 1.7456, 0.7079], [5.4512, -5.0826, -3.9647], [-0.5843, 1.7350, -5.4233], [-6.6612, 6.4246, -2.4581], [-6.4312, 1.8625, 1.3356], [-1.4491, -2.9909, 1.8968], [5.0696, -6.9474, -1.8434], [5.7571, 3.9356, -0.8119], [2.1898, -1.8489, -8.5042], [-2.5588, 7.5519, 6.4005], [6.6087, -0.5680, 0.0773], [4.8849, 1.4357, 3.2833], [-2.7790, -3.3114, -3.4676], [6.7426, -4.4049, -0.2317], [1.0247, 0.0498, -8.1884], [7.3796, 3.3749, -0.9240], [4.4736, 0.8340, -5.5875], [7.5069, -6.8997, 0.4782], [-4.3880, 4.5531, -0.2534], [1.9472, 7.0772, 3.2011], [0.3921, -0.7144, 4.0998], [1.0131, 7.5530, 5.0528], [8.6419, 1.8027, 2.6774], [0.5269, 0.2431, 2.3973], [1.3878, 4.3098, 5.3436], [-3.2404, 0.7774, 1.4321], [-5.8683, 5.9843, -1.8478], [-0.1929, 1.2810, -6.3366], [-6.3682, -1.1660, 2.5459], [0.6021, -1.8733, -5.0894], [-0.8525, -1.1670, -5.2653], [0.6386, -2.1926, -1.9606], [7.3007, -0.2181, 1.3735], [1.2875, -0.6678, 4.4555], [3.6749, -5.0291, -1.5408], [3.3552, -0.8573, -7.0145], [-5.3248, 4.8461, 0.2250], [-2.5288, -1.4348, -0.1608], [-2.9235, -4.6382, -0.0110], [3.7610, -1.1784, 4.7117], [-5.5794, 3.7572, 1.2131], [-1.4762, 6.6843, 4.6981], [-6.4868, 5.1158, -0.7257], [-7.9284, 4.0726, -2.2891], [3.2298, -5.4643, -0.6383], [-2.8218, 2.2969, 6.5761], [-2.9593, -2.4441, -5.3931], [4.3423, 1.6882, -6.2515], [-7.6060, 5.9206, -0.0762], [-4.3374, -4.6812, -5.4045], [-9.2541, 2.7182, -0.6193], [8.3805, -0.0964, 1.2404], [-1.2288, -1.0087, -1.8161], [-7.9073, -1.3268, 0.2744], [-4.4220, 2.2843, 4.0168], [0.2111, -0.5091, -4.0100], [5.8396, 3.1864, 1.8605], [-6.3681, 4.0490, 1.9106], [-4.9456, 3.2327, 3.8685], [2.5945, 5.0980, 4.5500], [-2.3100, 5.8478, 3.6790], [2.8900, -4.3838, -1.9426], [-1.5301, -7.1280, 0.0640], [5.3519, -8.0265, -2.7296], [-4.6760, -1.3604, 2.5145], [-4.6633, 3.4946, 1.7416], [-4.5550, -6.6307, 2.1699], [1.1852, 6.4717, 2.6913], [-6.3413, 1.3504, -2.1224], [-3.6735, -4.0290, 0.0553], [-5.5661, -1.3859, -4.6829], [3.4845, -1.2260, -4.5281], [4.7006, 1.2666, -4.6067], [6.3453, 3.0467, -1.0570], [6.8309, -7.3013, -0.2770], [-0.1254, 6.1013, 4.7605], [-6.2434, 1.2306, 6.4580], [0.5908, 5.4246, 3.6642], [1.7955, -1.7986, 0.2830], [4.0607, 2.0539, -1.2599], [3.1752, -3.0089, 3.8394], [2.7073, -6.9398, -2.7004], [-6.9229, 3.8573, -1.3259], [-4.2227, -5.6942, 1.7266], [-1.4096, 6.2652, 1.8595], [-4.9452, 1.7190, 3.2387], [0.1466, 4.3447, 1.9295], [-3.9332, -2.6059, -4.9081], [-5.6391, -0.6970, 0.3206], [8.1696, 0.4656, 3.6399], [-8.7380, 3.5572, 0.7673], [2.2216, -6.8968, -1.7222], [-1.8064, 1.0623, 2.2861], [7.3906, 2.0730, 3.8882], [4.0602, 0.8587, 0.1931], [0.0349, -1.6250, -1.2481], [-0.3424, -1.9745, 2.1691], [0.2007, -1.6624, 4.0448], [3.6823, -4.8477, -4.1709], [1.8331, 1.2399, -0.6094], [-4.6201, -0.8434, -6.0854], [0.1767, -0.8667, -5.0368], [-5.7078, -2.7880, 2.6257], [-5.3432, 6.8383, -1.4163], [-4.2750, 3.3244, 6.6729], [0.0230, -1.2216, -7.5960], [7.7678, 1.3591, 3.1561], [-0.0749, -0.1393, 0.6739], [-5.5902, -1.8206, 2.1374], [-2.3288, 2.2462, -0.4749], [6.6889, 0.7026, -0.7564], [4.4876, -6.3465, -4.5809], [0.8799, -0.6048, -7.3203], [5.0411, -2.7063, 5.5628], [4.0108, -3.1459, 3.1429], [-1.6074, 5.3317, 2.3914], [4.8611, -2.9658, 6.6088], [2.3131, 2.1782, -4.5140], [0.5963, 7.2743, 2.2498], [0.5903, 0.7287, 1.5609], [4.3452, -3.5434, -0.2316], [-4.5538, -1.2002, -5.0613], [1.9212, -6.4275, -3.2604], [-8.1504, 5.4147, 0.7243], [2.8492, -4.0239, 4.0676], [3.7004, -0.0863, -7.7054], [-5.9761, 2.4334, 0.5198], [1.5583, 0.3403, -1.1551], [-3.8086, -6.5095, -0.1975], [-1.3932, 0.3801, 0.2844], [-8.5163, 2.6625, 0.1893], [3.6769, -2.2255, 5.0105], [7.1781, -4.8905, -2.6914], [-1.3158, 8.0678, 3.0465]], "atomic_forces_ev_per_a": [[0.2, 0.3, -0.2], [-1.4, -0.6, -0.5], [-0.2, -0.2, -0.4], [0.1, 0.1, -0.5], [0.3, 0.2, -0.2], [0.2, -0.2, 0.4], [-0.3, 0.3, 1.2], [-0.6, -0.2, -2.2], [0.5, 0.6, -0.6], [0.0, 0.2, -0.7], [-0.6, 0.3, -0.9], [0.1, -0.3, -0.3], [0.8, 0.9, -0.6], [-0.1, -0.1, -0.1], [-1.2, -0.3, 0.3], [-0.6, -0.2, -0.1], [-0.4, -0.5, -0.3], [1.0, 0.9, 0.8], [0.2, -0.1, 0.7], [0.3, 0.2, -0.1], [-1.1, -0.2, -1.7], [0.3, 0.3, 0.3], [0.1, 0.0, 0.1], [1.1, 0.3, -0.6], [0.2, -0.2, -0.2], [0.6, -0.1, 0.1], [-0.1, -0.1, -0.5], [-0.5, 0.3, 0.9], [0.5, 0.1, 0.1], [-0.1, 0.1, 0.1], [-0.1, 0.0, 0.2], [-1.0, 0.3, 1.2], [-0.1, -0.1, -0.1], [-0.4, 0.4, 0.0], [0.1, -0.1, 0.1], [-0.6, 0.3, 0.0], [0.2, -0.7, 0.2], [-0.1, 0.0, 0.0], [0.0, 0.2, 0.2], [-1.6, 0.9, -1.7], [-0.2, -0.1, 0.2], [-0.5, -0.2, -0.7], [-0.8, 1.0, 0.3], [0.0, 0.8, 0.2], [0.0, -0.2, -0.2], [-1.0, 0.3, 0.1], [-0.2, 1.6, 0.5], [-0.2, -0.1, -0.4], [-0.2, -0.1, -0.1], [-0.3, -1.0, -1.1], [0.0, 0.3, -0.2], [-0.1, 0.4, 0.3], [-0.1, -0.3, 0.5], [0.4, 1.9, -0.2], [0.3, 0.3, -0.7], [0.3, -0.3, 0.1], [-0.4, -0.7, 0.1], [-0.3, 0.1, -0.4], [1.1, -1.3, 0.1], [-0.6, -0.6, 1.0], [-0.1, 1.2, 1.1], [0.4, -1.3, -0.2], [-0.3, -0.2, 0.1], [-0.2, 0.6, 0.1], [-0.3, 0.0, -0.2], [0.1, 0.3, 0.3], [-0.4, 0.1, -0.2], [-0.5, 0.2, 0.2], [-0.4, 0.8, -0.9], [-0.1, 0.2, 0.1], [-0.1, 0.0, 0.4], [0.0, 0.1, -0.1], [0.0, 0.1, 0.2], [0.6, -0.3, 0.1], [0.8, -0.5, -1.5], [0.6, -0.7, 0.9], [1.1, -1.0, -0.3], [1.3, -0.8, -1.3], [0.4, -0.2, 1.1], [-0.1, -0.2, 0.0], [0.5, 0.3, -0.6], [0.0, 0.3, 0.4], [0.0, -0.2, 0.0], [-0.2, -0.2, -0.2], [0.3, 1.2, 0.4], [-0.3, -0.6, -1.7], [0.1, 0.2, -0.4], [-0.4, 0.1, 0.0], [0.8, -0.1, 0.2], [0.0, 0.2, -0.4], [-0.7, 0.2, -0.4], [0.3, 0.5, 0.1], [-0.2, 0.0, 0.0], [-0.3, 0.0, 0.6], [0.1, 0.0, 0.2], [-0.6, 0.4, 1.0], [-0.6, 0.5, 0.5], [0.2, -0.2, -0.4], [0.2, -0.4, -0.6], [0.1, 0.6, -0.3], [-0.4, 0.0, 0.3], [0.4, 1.7, -0.6], [0.2, -0.1, -0.3], [0.5, -0.3, 0.1], [0.4, 0.3, 1.0], [0.2, 1.0, 1.3], [0.0, 0.4, -0.1], [0.4, 0.1, 0.7], [0.2, 0.0, -0.1], [-0.9, -0.5, -0.7], [0.3, 0.1, 0.0], [0.3, -0.5, -0.5], [0.4, 0.1, 0.3], [-0.1, 0.3, 0.6], [0.6, 0.6, 0.0], [0.0, -0.1, 0.0], [0.1, -0.4, -0.1], [0.0, -0.1, -0.1], [-1.8, 0.3, 0.3], [-0.1, -0.1, 0.1], [-0.1, 0.0, 0.0], [0.2, 0.2, -0.2], [-0.6, 0.4, 0.9], [0.8, 0.1, 1.3], [0.1, 0.0, -0.2], [0.5, -0.6, 0.1], [-0.3, 0.6, 0.3], [0.1, -0.4, 0.4], [1.0, 0.2, 0.8], [-0.2, 0.4, 0.0], [-0.2, 0.5, -0.7], [0.1, -0.3, 0.3], [0.2, 0.0, -0.3], [0.3, 0.2, 0.4], [-0.3, 0.2, -0.3], [0.1, 0.2, 0.3], [-0.6, 0.0, -0.1], [-0.2, -0.4, -0.3], [-1.0, 0.5, -0.3], [-0.8, -0.9, 1.1], [-0.1, -0.2, 0.2], [0.8, 0.3, 0.1], [-0.3, 0.8, -0.1], [0.3, 0.6, -0.3], [0.3, -1.1, 1.0], [-0.1, -0.1, 0.2], [0.0, 0.1, 1.3], [0.2, 0.3, 0.9], [-0.2, 0.3, 0.5], [0.1, 0.1, 0.2], [0.5, 0.1, -0.2], [-0.1, 0.1, 0.2], [-0.3, -1.0, -0.1], [0.2, 0.0, -1.7], [0.7, -0.6, -1.4], [-0.2, 0.3, 0.9], [-0.2, -0.4, -0.2], [0.0, 0.0, -0.6], [0.2, -0.5, -0.1], [-0.1, -0.3, -0.3], [-0.5, -0.3, 0.7], [0.3, 0.0, -0.3], [0.0, 0.0, 0.0], [-0.1, 0.8, -0.5], [0.8, -0.1, -0.2], [-0.1, -0.1, 0.5], [-1.0, 0.5, -0.1], [0.1, -0.1, 0.0], [0.0, -0.8, -0.4], [0.1, -0.1, 0.2], [0.6, 0.5, 0.5], [0.3, -0.2, -0.8], [-0.7, -1.3, -0.3], [0.1, 0.0, -0.3], [-0.2, 0.0, -0.1], [1.0, 0.2, 0.2], [0.3, -0.2, -0.4], [-0.1, 0.5, 0.4], [-0.2, 0.0, -0.2], [1.8, 0.4, 0.4], [0.2, -0.3, 0.3], [-0.1, 0.0, 0.0], [-0.3, 0.8, -0.1], [-0.7, -0.4, 0.5], [-0.5, -0.1, 0.2], [0.4, 1.5, 0.4], [0.4, -1.3, -0.1], [-0.6, -1.4, 1.0], [0.1, 0.0, 0.0], [-0.3, 0.9, 0.4], [0.8, -0.2, 1.3], [0.0, -0.9, -0.2], [0.7, -0.3, -1.2], [0.1, 0.2, 0.9], [1.6, -1.3, 0.0], [0.5, 0.8, 0.1], [0.5, -0.4, -0.6], [0.1, -0.6, 0.3], [0.4, -0.4, 0.2], [1.9, 0.7, -2.5], [-0.1, 0.1, 0.3], [-0.3, 0.0, 0.3], [0.4, -0.2, 0.5], [0.2, -0.9, 0.2], [0.2, -0.2, 0.2], [0.1, -0.1, 0.1], [-0.5, -0.1, -0.6], [-0.5, -0.4, 0.3], [-0.2, 0.0, -0.4], [-0.1, 0.0, 0.1], [0.1, 0.2, 0.0], [-0.1, -0.1, 0.1], [0.2, -0.2, -0.1], [-0.7, -0.7, 0.6], [0.0, -0.2, -0.5], [0.2, -0.1, 0.1], [0.1, 0.0, 0.3], [-0.5, 0.4, 0.6], [0.2, 0.3, 0.2], [0.7, -1.8, -0.4], [-0.5, 0.9, 0.4], [-0.2, -0.6, -0.6], [-0.4, -2.6, -1.2], [-0.1, 0.1, -0.1], [1.8, -0.7, -2.2], [-0.7, 0.5, 0.5], [-0.1, 0.2, -0.3], [0.3, 1.2, 1.9], [0.3, -0.3, 0.0], [-0.2, 0.2, 0.4], [-0.8, -0.7, -0.1], [0.1, 0.2, -0.1], [0.5, 0.3, 0.1], [-1.1, -1.3, 1.4], [0.6, 0.2, -0.7], [0.8, 0.0, 0.5], [-0.2, 0.1, 0.4], [-0.2, -0.2, -0.3], [-1.4, 0.6, 0.6], [0.2, 0.8, -1.5], [-0.1, 0.2, -0.2], [-0.8, -0.1, 0.9], [-0.6, 0.2, -0.9], [-0.1, -0.5, 0.5], [-0.4, -0.1, -0.1], [-0.1, 0.3, 0.0]], "relative_energy_kj_mol": 86.43, "e_lumo_ev": 0.419, "homo_lumo_gap_ev": 8.466, "charge": 0, "fmax_ha_per_bohr": 0.0623, "homo_energy_ev": -8.047}